Molecular formula: C51H41N2O4PtS5
Method: DFT, the ωB97M-V functional and the def2-TZVPD basis

XYZ file:
```
104
Properties=species:S:1:pos:R:3:forces:R:3
Pt -0.334365 0.400060 0.060987 -0.363 -0.310 0.216
O 0.991363 1.835162 -0.616809 0.067 -0.143 -0.367
C 2.299919 2.049939 -0.180974 -0.080 0.000 0.085
C 2.998286 0.755196 0.303422 0.134 -0.012 -0.009
C 2.867644 -0.309551 -0.726987 0.064 0.059 0.039
C 3.981833 -0.714144 -1.449787 -0.004 -0.028 -0.009
C 3.838399 -1.659874 -2.446321 -0.021 0.010 0.008
C 2.574569 -2.146196 -2.705256 0.049 -0.005 -0.018
C 1.492465 -1.686282 -1.958482 -0.036 -0.011 -0.045
C 0.138741 -2.172047 -2.399760 -0.021 -0.079 0.049
C -1.124627 -1.987987 -1.541405 0.081 -0.032 0.006
O -1.387907 -0.621473 -1.313564 0.127 0.570 -0.148
C -1.141466 -2.850804 -0.277423 -0.031 -0.161 0.048
C -2.372264 -3.223726 0.265243 -0.019 -0.046 0.047
C -2.449616 -3.958976 1.433431 -0.007 0.016 0.001
C -1.289566 -4.324413 2.107108 0.008 0.021 -0.028
C -0.060810 -3.981181 1.570579 -0.024 -0.006 0.026
C 0.010542 -3.266668 0.377678 0.016 0.077 0.035
C -2.250849 -2.455171 -2.486168 -0.060 0.170 -0.120
C -2.990282 -1.527599 -3.215403 -0.001 -0.040 0.117
C -3.951814 -1.951719 -4.123341 -0.011 -0.060 -0.010
C -4.179804 -3.305605 -4.326442 -0.004 0.063 0.005
C -3.437897 -4.234237 -3.610539 0.030 -0.003 0.030
C -2.483496 -3.810086 -2.696721 0.039 -0.100 -0.109
N 1.640380 -0.809941 -0.965673 -0.061 -0.020 0.118
C 2.252024 3.106522 0.924471 0.079 0.036 0.031
C 2.777430 2.925657 2.195233 0.057 0.045 -0.042
C 2.620696 3.908256 3.170220 -0.010 0.020 -0.014
C 1.949165 5.082088 2.878276 0.011 -0.015 -0.009
C 1.427850 5.274437 1.601534 0.019 -0.017 -0.018
C 1.577741 4.294614 0.637043 0.012 0.052 0.011
C 3.119545 2.575609 -1.371863 -0.057 -0.016 0.009
C 2.669095 2.390964 -2.672974 0.003 0.008 0.020
C 3.446217 2.795864 -3.752045 0.001 0.007 0.007
C 4.681594 3.391358 -3.543294 -0.016 -0.010 0.005
C 5.135129 3.584186 -2.243877 -0.014 -0.006 0.003
C 4.357978 3.179600 -1.168897 0.003 0.009 0.006
H 4.054228 0.960149 0.484397 0.005 0.011 -0.039
H 2.538642 0.413552 1.226555 0.127 0.024 -0.100
H 4.940732 -0.266157 -1.228203 -0.002 -0.004 0.004
H 4.691666 -1.994703 -3.022948 0.000 -0.007 0.008
H 2.399487 -2.869117 -3.491409 0.003 0.003 -0.001
H -0.074385 -1.653409 -3.339101 0.007 0.021 -0.023
H 0.236516 -3.230160 -2.657974 -0.038 0.010 0.011
H -3.283088 -2.909659 -0.229870 0.023 0.004 0.052
H -3.419663 -4.221359 1.837487 -0.002 0.005 0.010
H -1.347097 -4.859448 3.046851 0.009 -0.012 -0.007
H 0.852961 -4.252415 2.084012 -0.002 0.000 -0.003
H 0.988222 -3.013324 -0.005675 -0.016 0.009 0.007
H -2.816845 -0.474025 -3.047615 0.007 0.012 0.009
H -4.528434 -1.216861 -4.671684 0.003 -0.001 0.002
H -4.932701 -3.634760 -5.032001 0.007 0.005 0.002
H -3.606286 -5.294593 -3.754980 -0.002 0.006 0.000
H -1.919971 -4.545948 -2.133291 -0.026 0.027 -0.018
H 3.268085 2.000303 2.467124 0.017 0.072 -0.022
H 3.005002 3.731470 4.167109 -0.001 -0.002 -0.002
H 1.813563 5.837883 3.642073 -0.001 -0.002 -0.001
H 0.888951 6.184582 1.366630 0.002 -0.003 0.001
H 1.146557 4.422360 -0.348834 0.001 0.007 0.008
H 1.699852 1.933435 -2.821789 -0.005 -0.003 0.005
H 3.080541 2.646574 -4.761149 0.003 0.000 0.006
H 5.284742 3.710758 -4.384449 -0.003 -0.004 0.002
H 6.093310 4.058373 -2.067503 -0.006 -0.004 0.000
H 4.709978 3.345715 -0.156025 -0.006 -0.004 -0.011
S -7.069433 2.505916 1.656810 -0.051 0.021 0.010
C -5.544150 2.018041 1.277768 0.063 -0.024 -0.009
S -4.788603 0.620655 1.946937 0.001 -0.074 0.051
C -3.262754 0.750718 1.108024 -0.049 0.044 0.027
C -3.146595 1.782780 0.266289 -0.167 0.025 0.054
S -1.691398 2.145411 -0.613300 0.348 -0.202 0.059
S -4.526552 2.842188 0.154852 0.004 0.094 -0.079
S -2.001839 -0.383489 1.463096 0.177 -0.280 0.122
C -3.768911 -3.121767 5.923446 -0.006 0.010 -0.013
C -2.366162 -2.603000 6.130417 -0.009 0.018 0.021
C -1.430208 -3.468288 6.679466 0.003 0.005 -0.010
C -0.127245 -3.040068 6.886333 -0.015 0.015 0.012
C 0.227972 -1.754683 6.548870 0.015 0.013 -0.020
C -0.694485 -0.858496 5.984833 0.032 0.042 -0.052
N -0.148446 0.405940 5.691212 -0.170 -0.026 0.084
C -0.690106 1.424095 4.860881 0.034 -0.080 0.141
C -1.652491 2.304240 5.343047 -0.007 0.024 0.008
C -2.162407 3.305020 4.531822 0.038 0.000 -0.012
C -1.674169 3.469946 3.240879 0.002 -0.016 0.011
C -0.678498 2.627918 2.773201 -0.052 -0.040 -0.028
C -0.187048 1.600618 3.569006 -0.009 0.070 -0.072
C 0.910252 0.694754 3.076601 -0.362 0.100 0.207
O 1.861713 0.464384 3.824973 0.100 -0.208 -0.107
O 0.803558 0.178707 1.906069 0.002 0.271 -0.281
C -2.019293 -1.286517 5.773102 0.031 0.009 0.066
C -3.072317 -0.387229 5.179045 0.008 -0.046 -0.057
H -3.833734 -4.161810 6.243132 0.000 0.013 0.004
H -4.066693 -3.075426 4.873936 0.001 -0.015 -0.009
H -4.504065 -2.548597 6.492918 0.004 0.002 -0.010
H -1.724412 -4.477522 6.942622 0.003 0.004 -0.007
H 0.610665 -3.709816 7.311491 -0.002 0.005 -0.006
H 1.244097 -1.410626 6.704696 -0.004 -0.005 -0.009
H 0.836011 0.309561 5.463976 -0.004 0.005 0.043
H -2.003128 2.179434 6.360073 0.007 0.019 -0.016
H -2.931609 3.966315 4.912025 0.005 -0.001 -0.001
H -2.058571 4.255283 2.601827 -0.001 0.004 -0.003
H -0.283575 2.763212 1.772901 -0.023 0.003 0.072
H -3.354253 0.418735 5.858812 -0.011 -0.022 0.011
H -3.976934 -0.941276 4.943042 0.017 0.003 -0.024
H -2.723756 0.082334 4.261820 -0.015 0.007 -0.052
```
Positions in Å, forces in eV/Å.

**Gap between HOMO and LUMO**: 0.2106 Eh
**Highest occupied orbital energy**: -4.606 eV
**Total charge**: -1
**Total energy**: -4488.8679 hartree
**LUMO energy**: 1.124 eV